[1]
{"formula": "C7H8O4", "method": "the ωB97M-V functional and the def2-TZVPD basis", "species": ["O", "O", "O", "O", "C", "C", "C", "C", "C", "C", "C", "H", "H", "H", "H", "H", "H", "H", "H"], "coordinates": [[1.474708, 0.677620, -1.663810], [-1.156424, 1.898216, -1.745073], [1.154491, -3.024549, 2.213062], [-1.330896, -0.312879, 1.239783], [-1.554279, 0.561987, 0.115316], [0.927798, -0.777736, 0.249447], [0.290001, -1.897624, 2.414244], [-0.608549, 0.987988, -0.785759], [-0.137289, -1.013852, 1.219982], [0.009786, 2.595279, -2.444669], [0.663052, 0.306224, -0.746553], [-2.520560, 1.094598, 0.185376], [0.841333, -1.185597, 3.216594], [0.905408, 1.668842, -2.633014], [-0.211748, 2.942473, -3.678230], [0.938547, -3.409570, 1.343395], [-0.890920, -1.928470, 2.825900], [0.316600, 3.627504, -1.858508], [1.943192, -1.290637, 0.114768]], "atomic_forces_ev_per_a": [[0.3, -3.1, 3.0], [3.5, -0.6, 0.4], [-1.8, 1.3, -0.6], [1.9, -0.4, -2.0], [0.5, 0.7, 1.3], [-3.0, 1.2, 0.3], [-2.9, 2.6, 2.4], [-3.9, -0.3, 1.0], [4.9, 0.9, -2.6], [1.2, 0.9, -3.3], [2.4, 0.5, -2.9], [0.6, -0.8, 0.1], [-1.3, -1.7, -2.0], [-2.7, 3.6, 1.1], [-0.4, -0.9, 3.9], [0.0, 0.1, 0.5], [3.0, -1.5, 0.0], [-0.8, -2.9, -1.3], [-1.9, 0.6, 0.8]], "e_lumo_ha": -0.0111, "spin_multiplicity": 1, "e_tot_ha": -572.27198, "smiles": "COc1coc(CO)cc1=O", "homo_ev": -8.68, "e_above_lowest_ev": 6.264, "homo_lumo_gap_ev": 8.379}

[2]
{"formula": "C4H10N3O2S", "method": "the ωB97M-V functional and the def2-TZVPD basis", "species": ["S", "O", "O", "N", "N", "N", "C", "C", "C", "C", "H", "H", "H", "H", "H", "H", "H", "H", "H", "H"], "coordinates": [[-2.917055, -0.218736, -0.425845], [0.327617, -2.788997, -0.656351], [-1.507664, -2.169485, 0.538397], [1.627732, -0.162117, -0.250077], [2.378550, -1.009299, -1.124747], [1.964111, -0.506173, 1.011277], [-1.245248, 0.548932, -0.071846], [-0.556219, -1.989220, -0.281075], [-0.429365, -0.504494, -0.705943], [-1.062713, 0.806485, 1.396256], [-0.232323, 1.341030, 1.675601], [-1.920117, 1.427452, 1.789443], [2.164314, -1.468822, 1.153690], [1.202999, -0.284572, 1.630193], [-0.982156, 1.424140, -0.730427], [2.351386, -2.061354, -0.783308], [-0.177748, -0.441720, -1.703736], [1.943913, -1.027238, -2.033661], [-3.208743, 1.112520, -1.011443], [-1.172034, -0.205125, 1.810832]], "atomic_forces_ev_per_a": [[-0.5, 3.6, -1.0], [-0.6, -0.1, -0.2], [0.4, -0.4, -0.3], [-2.2, -0.4, -3.0], [0.5, -1.5, 1.7], [0.4, 0.6, 1.6], [0.7, 0.0, -1.8], [-0.1, 1.2, 1.1], [3.7, -2.3, 2.6], [-3.5, -1.0, 0.1], [2.5, 0.9, 0.4], [0.6, -0.7, -0.5], [0.0, -1.4, -0.2], [-0.1, 0.3, 0.1], [-1.1, -0.4, 0.9], [-0.5, 2.5, -0.8], [0.1, 0.7, -2.1], [-0.3, 0.2, 0.0], [-0.3, -2.2, 0.8], [0.3, 0.4, 0.6]], "e_lumo_ha": [0.1185, 0.1185], "charge": -1, "spin_multiplicity": 1, "e_tot_ha": -871.25082, "homo_ev": [-2.98, -2.97], "e_above_lowest_ev": 2.344, "homo_lumo_gap_ev": [6.199, 6.195]}

[3]
{"formula": "C2H14O4S2", "method": "the ωB97M-V functional and the def2-TZVPD basis", "species": ["S", "S", "O", "O", "O", "O", "C", "C", "H", "H", "H", "H", "H", "H", "H", "H", "H", "H", "H", "H", "H", "H"], "coordinates": [[-1.789744, 0.978001, 2.188796], [-2.577174, -0.212885, 0.791965], [2.110867, -2.262545, 1.442682], [1.771401, -3.307365, -1.557204], [3.713358, 0.761517, 0.858298], [-1.561582, 1.307658, -3.096305], [-0.228133, 1.530224, 1.583999], [-3.484863, 0.875252, -0.386698], [1.495442, -1.922278, 2.114228], [-0.205199, 2.140816, 0.684177], [0.245971, 2.133379, 2.373180], [0.585555, 0.797079, 1.507728], [1.847309, -2.605257, -0.913637], [-4.171275, 1.440876, 0.241298], [3.959459, -0.190230, 0.826686], [-2.412168, 1.655350, -3.312104], [-2.902671, 1.523404, -1.021944], [-1.044785, 1.155821, -3.889597], [3.805461, 0.999405, -0.091722], [-4.069718, 0.135277, -0.930069], [2.413485, -3.113446, 1.814408], [2.499006, -3.820054, -1.228165]], "atomic_forces_ev_per_a": [[-0.3, 0.4, 0.6], [0.0, -0.2, -1.0], [0.1, -0.5, 0.6], [0.0, 0.2, 0.0], [0.5, -0.9, -1.3], [1.0, -0.4, 0.8], [2.2, 0.4, 0.2], [-0.4, -0.6, 1.3], [0.2, -0.1, -0.4], [-0.5, -0.1, -0.1], [-0.7, 0.3, 0.1], [-0.7, -0.5, -0.4], [-0.6, 0.8, 0.3], [0.0, 0.2, -0.2], [-0.4, 0.8, 0.4], [-0.7, 0.3, -0.7], [0.4, -0.1, -0.1], [-0.3, 0.1, -0.2], [-0.2, 0.0, 1.0], [0.0, 0.2, -0.4], [-0.2, 0.6, -0.3], [0.6, -1.0, -0.2]], "e_lumo_ha": 0.0113, "spin_multiplicity": 1, "e_tot_ha": -1181.90274, "smiles": "CSSC.O.O.O.O", "homo_ev": -8.61, "e_above_lowest_ev": 0.850, "homo_lumo_gap_ev": 8.917}

[4]
{"formula": "C7H10N2OS", "method": "the ωB97M-V functional and the def2-TZVPD basis", "species": ["S", "O", "N", "N", "C", "C", "C", "C", "C", "C", "C", "H", "H", "H", "H", "H", "H", "H", "H", "H", "H"], "coordinates": [[2.530658, -0.274590, 0.552819], [3.891214, -0.632235, 0.029228], [-2.436504, 0.467448, 0.430761], [-1.678148, -0.578016, 0.382259], [-0.330278, 1.214259, 0.249471], [-1.696512, 1.589290, 0.351411], [-2.153869, -1.915396, 0.128677], [1.321233, -1.343477, -0.197297], [0.912612, 2.064475, 0.022439], [2.093535, 1.208367, -0.408531], [-0.382326, -0.162162, 0.164192], [-2.327620, -2.058989, -1.030735], [1.135337, 2.414029, 1.074813], [-1.244199, -2.466734, 0.218760], [1.239010, -2.228508, 0.303989], [-3.050336, -2.163042, 0.774110], [1.096419, -1.155946, -1.182988], [2.008376, 0.781134, -1.421667], [3.054196, 1.759320, -0.245310], [-2.175813, 2.527624, 0.481181], [0.718338, 2.889179, -0.654458]], "atomic_forces_ev_per_a": [[0.4, 0.2, 0.2], [-0.8, 0.0, 0.1], [-2.2, 2.2, 0.3], [2.4, 0.3, -0.9], [0.0, -0.1, -1.5], [0.3, -2.5, 0.5], [-0.8, 0.2, -2.1], [-3.2, 4.9, 1.9], [-0.5, -1.2, 2.4], [1.0, 0.2, -0.1], [2.8, -1.9, 0.6], [-0.5, 0.5, 2.2], [0.1, 0.4, -1.2], [0.1, -1.2, 0.9], [-0.4, -2.4, 0.8], [1.3, 0.1, -0.9], [0.4, -0.6, -2.5], [0.2, 0.7, 0.1], [-0.8, -0.3, -0.7], [-0.2, 0.6, -0.1], [0.1, 0.1, 0.0]], "e_lumo_ha": 0.0178, "spin_multiplicity": 1, "e_tot_ha": -855.51183, "homo_ev": -9.18, "e_above_lowest_ev": 4.367, "homo_lumo_gap_ev": 9.661}